(1)
Molecular formula: C8H10N2PbS
Method: DFT, ωB97M-V with the def2-TZVPD basis set

Properties
HOMO energy (spin up / spin down): -0.26415 / -0.27546 Ha

Element x y z (Å)
Pb 0.803 -0.793 0.450
S -1.545 0.956 2.534
N -2.873 0.455 1.882
N -0.600 -0.622 4.743
C -0.348 0.798 -1.866
C -0.107 2.315 -0.140
C 0.512 -2.592 -0.521
C 1.865 -2.416 -0.985
C -1.031 -0.008 3.846
C -1.045 1.496 -0.831
C 1.174 2.121 -0.736
C 1.036 1.178 -1.794
H -3.238 -0.333 2.423
H -0.343 3.037 0.643
H -0.315 -2.460 -1.224
H 2.088 2.656 -0.468
H 0.316 -3.322 0.284
H 2.045 -2.091 -2.012
H 1.815 0.869 -2.491
H -0.795 0.165 -2.635
H 2.705 -2.878 -0.452
H -2.119 1.470 -0.650

---

(2)
Molecular formula: C8H10N2S
Method: DFT, ωB97M-V with the def2-TZVPD basis set

Properties
HOMO energy (spin up / spin down): -0.28952 / -0.28814 Ha
Energy relative to the best compared isomer or geometry (same formula, charge and spin): 96.0 kcal per mole

Element x y z (Å)
S -1.922 1.428 0.219
N -2.563 1.566 -1.205
N -0.209 -0.650 0.709
C 1.020 1.364 0.167
C 2.130 -0.671 0.517
C -2.516 -1.258 0.350
C 3.301 1.353 -0.107
C 0.915 0.037 0.459
C -1.442 -0.270 -0.004
C 3.318 -0.010 0.265
C 2.057 2.048 -0.134
H 4.284 -0.592 0.242
H 4.181 1.954 -0.027
H -2.783 -1.124 1.375
H -2.144 -2.152 0.184
H -1.351 -0.345 -1.099
H 2.167 -1.684 0.914
H -3.466 -1.170 -0.179
H -0.226 -1.546 1.139
H 2.172 3.150 -0.492
H -3.042 2.463 -1.498

---

(3)
Molecular formula: C8H10N3OS
Method: DFT, ωB97M-V with the def2-TZVPD basis set

Properties
HOMO energy: -0.45845 Ha
Energy relative to the best compared isomer or geometry (same formula, charge and spin): 46.5 kcal per mole
Total charge: +1

Element x y z (Å)
S 3.166 -1.729 1.095
O -0.659 1.427 -2.372
N -0.633 1.659 -0.091
N -1.161 -0.377 -1.019
N -0.206 1.645 2.154
C -0.717 0.966 -1.275
C -0.475 -1.225 -0.286
C 3.031 -0.302 0.082
C 1.540 -2.077 0.834
C 0.928 -1.269 -0.098
C 1.832 -0.210 -0.531
C -0.487 0.992 1.061
C -2.573 -0.447 -1.158
H -2.976 0.534 -0.868
H 1.428 0.758 -0.964
H -1.007 -2.178 0.077
H -2.792 -0.504 -2.216
H -2.955 -1.384 -0.620
H -0.732 2.699 -0.055
H 4.019 0.274 -0.091
H 0.190 2.683 2.094
H 0.088 1.140 2.999
H 1.151 -3.073 1.248

---

(4)
Molecular formula: C8H10N3P
Method: DFT, ωB97M-V with the def2-TZVPD basis set

Properties
HOMO energy (spin up / spin down): -0.29563 / -0.29561 Ha
Energy relative to the best compared isomer or geometry (same formula, charge and spin): 56.9 kcal per mole

Element x y z (Å)
P 4.754 0.076 -0.102
N 3.682 -0.945 0.575
N 4.030 0.878 -1.238
N 2.521 -0.758 0.838
C 0.214 -0.130 0.728
C 1.607 0.052 1.132
C -3.812 -0.034 -0.771
C -1.533 -0.988 -0.569
C -2.417 0.050 -0.257
C -0.267 -1.154 -0.115
C -0.683 0.895 1.107
C -2.048 0.987 0.690
H 0.385 -1.982 -0.603
H -4.382 -0.891 -0.395
H -4.518 0.825 -0.575
H -0.302 1.480 1.906
H 4.022 1.917 -1.336
H 1.809 0.840 1.840
H -2.723 1.836 1.040
H 5.189 -1.049 -0.766
H -1.876 -1.744 -1.249
H -3.652 -0.164 -1.881

---

(5)
Molecular formula: C8H10N5
Method: DFT, ωB97M-V with the def2-TZVPD basis set

Properties
HOMO energy: -0.49657 Ha
Energy relative to the best compared isomer or geometry (same formula, charge and spin): 85.6 kcal per mole
SMILES: CN1C=CC=C/C1=C1\N=NN=[N+]1C
Total charge: +1

Element x y z (Å)
N 2.062 -0.527 -1.478
N 2.440 0.153 -2.534
N 0.707 1.219 -2.024
N 1.689 1.072 -2.829
N 0.131 -0.148 1.253
C 0.956 -0.030 -0.978
C 1.031 0.897 1.700
C -1.382 -2.336 0.641
C -0.532 1.910 -1.999
C -0.606 -0.710 2.240
C -1.345 -1.896 1.987
C -0.583 -1.734 -0.298
C 0.149 -0.606 0.033
H -2.136 -3.109 0.462
H 0.496 1.821 1.696
H -0.385 2.954 -1.500
H 1.154 0.769 2.751
H -0.815 1.982 -3.150
H -2.167 -2.169 2.552
H -1.367 1.488 -1.452
H -0.752 -0.136 3.181
H -0.661 -1.914 -1.317
H 1.916 1.049 1.062

---

(6)
Molecular formula: C8H10NO2S
Method: DFT, ωB97M-V with the def2-TZVPD basis set

Properties
HOMO energy: -0.45671 Ha
Energy relative to the best compared isomer or geometry (same formula, charge and spin): 35.9 kcal per mole
Total charge: +1

Element x y z (Å)
S 3.344 -0.438 -0.368
O 0.405 -1.921 0.087
O 1.437 1.382 -1.240
N 1.678 -0.350 1.914
C -2.795 -0.225 -0.585
C -0.544 -0.947 -0.143
C -2.461 1.054 -0.202
C -1.220 1.378 0.260
C -0.230 0.312 0.297
C 1.953 0.658 -0.343
C 1.140 0.586 0.909
C -1.856 -1.250 -0.645
H -3.817 -0.218 -0.904
H 1.941 1.449 -2.058
H -2.259 -2.207 -1.098
H 1.001 1.651 1.343
H -1.132 2.231 0.908
H 0.082 -2.736 -0.214
H 3.551 -0.384 -1.805
H 0.969 -0.671 2.468
H -3.290 1.841 -0.092
H 2.103 -1.195 1.513